i.
ORCA calculation (wB97M-V/def2-TZVPD) on the ion C5H11O with charge -1.

## Properties
E_LUMO ... 4.1 eV
Charge ... -1
Molecular weight ... 87.14 g mol⁻¹
SMILES string ... CC(C)CC[O-]
HOMO-LUMO gap ... 6.498 eV
E_HOMO ... -0.0892 hartree

Last column: Löwdin charge in e.
Element x y z (Å)
C 1.0045 -0.9071 -1.5197  -0.112
C 0.5659 -0.2814 -0.2376  -0.501
C 1.0778 1.0672 0.1124  -0.147
C -1.0528 -0.4207 0.0192  -0.184
C -1.5170 0.2258 1.3729  -0.609
O -0.9685 -0.3949 2.4168  -0.334
H 2.0440 -0.5883 -1.7694  0.073
H 0.2961 -0.5212 -2.2745  0.072
H 0.8517 -1.9404 -1.2860  0.059
H 0.7583 -0.8598 0.6897  0.115
H 0.7199 1.9292 -0.5098  0.066
H 0.7442 1.3194 1.1721  0.077
H 2.2585 1.1697 0.0684  0.091
H -1.2397 -1.5636 0.1008  0.128
H -1.4454 0.1545 -0.7547  0.051
H -1.4497 1.4219 1.2929  0.088
H -2.6479 0.1896 1.1064  0.066


ii.
ORCA calculation (wB97M-V/def2-TZVPD) on the ion C5H11O with charge -1.

## Properties
E_LUMO ... 4.1 eV
Charge ... -1
Molecular weight ... 87.14 g mol⁻¹
SMILES string ... CC(C)CC[O-]
HOMO-LUMO gap ... 6.038 eV
E_HOMO ... -0.0718 hartree

Last column: Löwdin charge in e.
Element x y z (Å)
C 0.3603 -0.5022 1.8120  -0.118
C -0.2384 0.1417 0.5569  -0.484
C -1.3912 -0.5639 -0.0205  -0.118
C 0.8812 0.1612 -0.4404  -0.219
C 0.5115 0.8487 -1.7911  -0.621
O 0.1293 2.0693 -1.6777  -0.322
H -0.2708 -0.0880 2.6170  0.061
H 0.3543 -1.6493 1.7966  0.086
H 1.4341 -0.2123 1.9964  0.074
H -0.5103 1.0792 0.9481  0.113
H -1.1465 -1.6039 -0.5568  0.127
H -1.9769 -0.0318 -0.6396  0.021
H -2.1995 -0.9786 0.6187  0.065
H 1.5594 0.9524 0.0525  0.128
H 1.3844 -0.6921 -0.6624  0.061
H -0.3595 0.3136 -2.3172  0.086
H 1.4786 0.7560 -2.2925  0.059


The calculated energies rank the structures as follows, beginning with the most stable: i, ii.